[1]
The following is a DFT calculation (wB97M-V/def2-TZVPD) of a cluster of 3 separate species, C30H53FN3O9P in total at a distorted geometry.

Cartesian coordinates (Å):
C 9.921 -3.283 1.634
C 9.954 -2.006 0.607
O 9.367 -2.252 -0.719
C 7.949 -2.641 -0.643
C 7.133 -2.449 -2.072
O 6.850 -1.050 -2.424
C 5.777 -0.467 -1.604
C 4.159 -0.531 -1.943
F 3.756 -1.250 -3.174
C 2.992 0.173 -0.972
C 1.392 0.158 -1.322
C 0.412 -0.313 -0.095
C -0.834 -1.244 -0.709
C -0.361 -2.812 -0.779
C 0.026 -3.454 0.680
O -1.101 -3.347 1.627
C -0.780 -2.457 2.761
C 3.544 0.905 0.386
C 5.139 0.989 0.755
C 6.279 0.339 -0.227
O 7.698 0.482 0.142
N 8.374 1.191 -0.780
O 7.676 2.172 -1.086
C 5.322 1.804 2.166
O 6.495 2.146 2.703
N 3.891 1.987 2.625
P 3.957 3.631 3.313
N 4.698 4.590 2.231
O 2.385 4.328 3.653
O 4.819 3.504 4.845
C 2.793 1.685 1.616
O 1.520 2.025 1.833
H 11.002 -3.754 1.780
H 9.224 -4.167 1.312
H 9.521 -2.864 2.677
H 11.107 -1.765 0.416
H 9.527 -1.071 1.173
H 7.942 -3.817 -0.438
H 7.372 -2.174 0.287
H 7.653 -3.061 -2.953
H 6.082 -2.982 -1.912
H 1.060 1.242 -1.684
H 1.157 -0.576 -2.234
H 0.966 -0.825 0.802
H -0.110 0.658 0.319
H -1.821 -1.119 -0.049
H -1.065 -0.820 -1.775
H -1.262 -3.441 -1.239
H 0.514 -2.866 -1.576
H 0.985 -3.000 1.176
H 0.227 -4.614 0.487
H -1.593 -2.643 3.589
H 0.266 -2.670 3.258
H -0.848 -1.311 2.472
H 5.586 4.965 2.680
H 2.010 3.845 4.466
H 5.670 4.036 4.713
C -7.568 0.396 0.792
C -7.527 -1.107 0.569
C -7.247 -1.903 1.846
C -5.891 -1.631 2.507
C -4.668 -1.874 1.619
C -4.528 -3.321 1.171
H -6.605 0.779 1.141
H -7.809 0.909 -0.144
H -8.333 0.661 1.530
H -6.786 -1.345 -0.202
H -8.498 -1.425 0.169
H -7.334 -2.973 1.619
H -8.036 -1.688 2.577
H -5.811 -2.261 3.402
H -5.863 -0.595 2.867
H -3.770 -1.597 2.183
H -4.694 -1.219 0.742
H -4.459 -3.991 2.034
H -3.617 -3.443 0.575
H -5.373 -3.637 0.554
C -6.928 4.687 -4.187
C -5.864 4.706 -3.100
C -4.605 3.919 -3.471
C -4.812 2.418 -3.703
C -5.421 1.651 -2.528
C -4.551 1.670 -1.280
H -7.292 3.674 -4.378
H -7.786 5.295 -3.884
H -6.537 5.097 -5.124
H -6.289 4.332 -2.163
H -5.578 5.749 -2.913
H -3.855 4.066 -2.683
H -4.171 4.352 -4.380
H -3.841 1.971 -3.954
H -5.446 2.270 -4.586
H -5.565 0.607 -2.833
H -6.416 2.040 -2.288
H -3.564 1.245 -1.487
H -5.016 1.073 -0.488
H -4.419 2.684 -0.896

The highest occupied orbital energy is -9.3 eV. The SMILES is CCOCCOc1c(F)c(CCCCCOC)c2c(c1ON=O)C(=O)N(P(=N)(O)O)C2=O.CCCCCC.CCCCCC. The LUMO energy is -2.09 eV. Its HOMO-LUMO gap is 7.20 eV.

[2]
The following is a DFT calculation (wB97M-V/def2-TZVPD) of a cluster of 5 separate species, C30H54BrCl2IN3O19PS4 in total at a distorted geometry.

Cartesian coordinates (Å):
C 0.485 -2.213 5.006
C -0.667 -1.678 3.978
C -0.163 -1.720 2.439
Br 1.836 -1.986 2.273
C -0.714 -0.522 1.513
N -0.656 -1.035 0.090
N -2.075 -0.031 1.848
C -3.154 -0.964 1.467
Cl -3.852 -0.566 -0.223
C -4.416 -0.988 2.457
C -5.284 0.371 2.315
Cl -4.003 -1.197 4.231
C 0.258 0.792 1.501
O -0.395 1.930 0.913
C 0.002 2.149 -0.460
C 1.393 2.919 -0.653
C 2.686 1.979 -0.789
C 2.610 0.880 -1.950
N 2.710 1.419 -3.332
C 3.339 0.400 -4.256
C 2.459 -0.950 -4.100
C 3.008 -2.306 -3.611
C 1.969 -3.476 -3.485
C 0.461 -3.322 -3.817
C -0.076 -1.965 -4.348
C 0.938 -0.794 -4.477
O 0.436 0.451 -4.954
C -1.147 3.130 -1.088
C -2.435 3.268 -0.144
C -2.277 4.430 0.993
I -4.061 4.004 -1.469
P 0.792 1.329 3.245
O -0.417 1.852 4.084
H -0.040 -2.304 6.032
H 1.356 -1.488 5.112
H 0.802 -3.279 4.716
H -0.968 -0.640 4.343
H -1.515 -2.457 4.079
H -0.605 -2.694 2.000
H -1.052 -1.981 0.024
H 0.318 -1.057 -0.243
H -2.157 0.310 2.816
H -2.730 -2.030 1.385
H -5.041 -1.913 2.158
H -4.631 1.293 2.113
H -6.035 0.182 1.471
H -5.813 0.505 3.333
H 1.203 0.486 0.938
H -0.070 1.187 -1.083
H 1.377 3.667 -1.514
H 1.550 3.549 0.308
H 2.942 1.498 0.213
H 3.575 2.676 -1.049
H 3.533 0.189 -1.801
H 1.699 0.222 -1.753
H 3.324 2.251 -3.323
H 4.376 0.123 -3.817
H 3.407 0.761 -5.333
H 4.116 -2.425 -3.358
H 2.317 -4.490 -3.104
H -0.300 -4.170 -3.693
H -1.169 -1.785 -4.611
H -0.327 0.700 -4.390
H -1.418 2.818 -2.159
H -0.683 4.178 -1.175
H -2.829 2.286 0.277
H -1.295 4.978 0.807
H -2.273 3.858 1.996
H -3.160 5.148 1.003
H 1.651 2.481 3.052
H 1.514 0.327 3.965
C 1.343 -4.234 10.182
C 0.394 -3.071 9.935
O 0.224 -3.026 8.519
S 0.321 -4.535 7.926
O -1.010 -5.036 7.757
O 1.296 -4.548 6.879
O 0.963 -5.237 9.240
H 2.379 -3.949 9.978
H 1.267 -4.619 11.200
H 0.791 -2.125 10.305
H -0.584 -3.257 10.388
C 8.337 -0.790 -4.345
C 9.322 -0.249 -3.319
O 8.686 0.905 -2.769
S 7.080 0.672 -2.761
O 6.697 0.224 -1.455
O 6.458 1.784 -3.414
O 7.046 -0.603 -3.764
H 8.379 -0.215 -5.274
H 8.507 -1.845 -4.564
H 10.281 0.015 -3.763
H 9.481 -0.966 -2.508
C -6.263 -3.908 -1.980
C -5.064 -3.594 -1.098
O -4.743 -4.829 -0.456
S -5.104 -6.055 -1.456
O -3.904 -6.454 -2.130
O -5.944 -6.978 -0.756
O -6.015 -5.214 -2.503
H -7.185 -3.945 -1.394
H -6.378 -3.188 -2.791
H -5.281 -2.822 -0.361
H -4.201 -3.291 -1.698
C -2.586 7.836 -5.213
C -2.852 6.339 -5.240
O -1.585 5.734 -4.985
S -0.724 6.698 -4.003
O -0.873 6.219 -2.662
O 0.552 6.935 -4.606
O -1.633 8.032 -4.168
H -2.136 8.175 -6.151
H -3.490 8.413 -5.017
H -3.253 6.005 -6.196
H -3.534 6.045 -4.437

The highest occupied orbital energy is -8.2 eV. The SMILES is CC[C@H](Br)[C@@](N)(N[C@H](Cl)[C@H](C)Cl)[C@@H](O[C@H](CCCNCc1ccccc1O)C[C@@H](C)I)[PH2]=O.O=S1(=O)OCCO1.O=S1(=O)OCCO1.O=S1(=O)OCCO1.O=S1(=O)OCCO1. The LUMO energy is 0.31 eV. Its HOMO-LUMO gap is 8.51 eV.

[3]
The following is a DFT calculation (wB97M-V/def2-TZVPD) of a cluster of 4 separate species, C30H54Cl2N5O7PS in total at a distorted geometry.

Cartesian coordinates (Å):
C -0.985 3.190 1.512
C -0.360 2.940 0.525
C 0.282 2.554 -0.721
P 1.578 3.984 -1.093
O 2.980 3.220 -1.355
Cl 1.896 4.856 0.797
C 0.967 1.180 -0.418
O 2.044 1.455 0.439
C 2.159 0.500 1.495
C 1.561 0.980 2.825
N 0.624 -0.011 3.361
C 1.266 -1.162 4.006
C 1.040 -2.448 3.207
C 0.901 -3.675 4.103
O 2.144 -2.658 2.313
C 1.475 0.312 -1.665
C 0.957 -1.119 -1.465
C -0.578 -1.314 -1.350
C -1.244 -1.965 -2.575
C -2.518 -2.737 -2.176
C -3.335 -2.071 -1.066
O -3.063 -2.766 0.144
C -3.185 -1.987 1.315
N 2.919 0.400 -1.770
C 3.698 -0.837 -1.652
C 5.197 -0.472 -1.790
C 6.031 -0.959 -0.606
S 0.788 0.972 -3.196
O 1.544 2.090 -3.677
O 0.671 -0.118 -4.115
O -0.688 1.437 -2.795
C -0.840 2.498 -1.851
Cl -0.818 4.016 -2.870
C -2.278 2.376 -1.297
C -3.019 3.690 -1.017
C -4.268 3.468 -0.102
C -5.560 3.695 -0.910
H -1.583 3.268 2.390
H 3.450 3.723 -2.033
H 0.266 0.599 0.183
H 1.754 -0.471 1.218
H 3.230 0.352 1.644
H 2.387 1.166 3.511
H 1.080 1.940 2.660
H -0.030 0.433 3.988
H 0.874 -1.279 5.016
H 2.347 -1.030 4.102
H 0.118 -2.302 2.641
H 0.114 -3.495 4.836
H 0.658 -4.532 3.480
H 1.838 -3.856 4.626
H 1.762 -2.898 1.461
H 1.370 -1.497 -0.534
H 1.279 -1.737 -2.298
H -0.734 -2.025 -0.536
H -1.097 -0.409 -1.050
H -1.499 -1.225 -3.327
H -0.544 -2.695 -2.981
H -3.164 -2.822 -3.050
H -2.281 -3.739 -1.823
H -4.398 -2.212 -1.302
H -3.172 -0.996 -0.993
H -3.122 -0.914 1.126
H -2.355 -2.246 1.976
H -4.102 -2.209 1.866
H 3.198 0.838 -2.640
H 3.479 -1.574 -2.429
H 3.578 -1.261 -0.657
H 5.568 -0.848 -2.744
H 5.266 0.616 -1.828
H 7.094 -0.843 -0.799
H 5.771 -0.354 0.262
H 5.777 -1.993 -0.377
H -2.315 1.705 -0.443
H -2.830 1.882 -2.102
H -3.410 4.094 -1.942
H -2.365 4.404 -0.530
H -4.288 2.438 0.250
H -4.248 4.182 0.718
H -5.435 4.603 -1.502
H -5.680 2.883 -1.625
H -6.436 3.817 -0.279
C 1.917 -4.625 -1.968
C 1.065 -4.663 -0.785
N 0.394 -4.693 0.141
H 2.903 -5.017 -1.725
H 1.477 -5.229 -2.759
H 2.018 -3.598 -2.316
C -7.946 -2.593 -0.345
C -7.667 -1.215 0.038
N -7.416 -0.141 0.337
H -8.927 -2.659 -0.811
H -7.193 -2.940 -1.050
H -7.926 -3.232 0.535
C 5.127 4.690 2.780
C 4.821 3.440 3.462
N 4.581 2.464 4.006
H 4.208 5.185 2.478
H 5.685 5.343 3.449
H 5.728 4.489 1.895

The highest occupied orbital energy is -8.6 eV. The SMILES is C#C[C@@]1(P(O)Cl)[C@H](OCCNC[C@H](C)O)[C@](CCCCCOC)(NCCC)S(=O)(=O)O[C@@]1(Cl)CCCC.CC#N.CC#N.CC#N. The LUMO energy is 0.49 eV. Its HOMO-LUMO gap is 9.05 eV.

[4]
The following is a DFT calculation (wB97M-V/def2-TZVPD) of a cluster of 7 separate species, C30H54F8O15PS6 in total at a distorted geometry.

Cartesian coordinates (Å):
C 4.092 0.866 0.029
O 3.770 -0.420 -0.502
C 2.480 -0.874 -0.055
C 2.455 -2.447 -0.293
C 3.440 -2.978 0.834
C 4.489 -4.049 0.391
O 4.319 -5.243 0.422
C 5.912 -3.585 -0.094
C 6.724 -4.539 -0.845
C 8.022 -4.105 -1.337
C 8.488 -2.750 -1.100
C 7.676 -1.818 -0.327
C 6.368 -2.228 0.177
O 1.094 -2.772 0.022
P 0.786 -4.368 -0.593
F 0.056 -4.619 0.966
C -0.835 -3.919 -1.479
O -0.888 -3.185 -2.433
C -2.267 -4.522 -1.060
F -2.889 -4.863 -2.258
F -2.151 -5.718 -0.369
C -3.123 -3.537 -0.190
F -4.185 -4.256 0.356
F -2.361 -3.122 0.864
C -3.779 -2.334 -0.955
F -4.626 -2.711 -1.945
F -2.861 -1.386 -1.378
C -4.696 -1.556 0.106
O -5.867 -1.471 -0.100
O -4.179 -0.985 1.236
O 1.850 -4.083 -1.962
C 2.594 -2.932 -1.794
F 1.764 -1.942 -2.481
C 3.943 -2.776 -2.570
O 4.421 -4.095 -2.912
O 5.496 -3.990 -3.782
H 5.193 0.883 0.276
H 3.522 1.115 0.960
H 3.934 1.616 -0.793
H 1.618 -0.368 -0.554
H 2.428 -0.723 1.055
H 2.794 -3.477 1.608
H 3.970 -2.160 1.393
H 6.315 -5.559 -1.013
H 8.613 -4.838 -1.925
H 9.476 -2.455 -1.525
H 8.020 -0.779 -0.145
H 5.753 -1.494 0.740
H 0.484 -5.713 -1.072
H 1.918 -4.991 0.013
H -3.235 -0.820 1.033
H 3.719 -2.275 -3.549
H 4.711 -2.167 -2.028
H 5.924 -3.117 -3.664
C -4.609 4.024 0.753
S -3.408 2.804 1.308
O -2.431 3.511 2.188
C -2.621 2.574 -0.298
H -5.197 4.345 1.613
H -4.095 4.885 0.324
H -5.272 3.574 0.012
H -2.232 3.527 -0.661
H -3.347 2.170 -1.004
H -1.799 1.868 -0.179
C -2.721 9.201 0.047
S -3.150 7.571 0.678
O -4.245 7.033 -0.181
C -3.900 8.153 2.208
H -2.266 9.080 -0.935
H -3.620 9.813 -0.041
H -2.005 9.676 0.721
H -4.724 8.831 1.983
H -3.146 8.662 2.810
H -4.279 7.290 2.755
C 1.128 7.161 -0.051
S 1.472 8.433 1.177
O 0.555 9.577 0.902
C 3.097 8.878 0.536
H 0.129 6.765 0.137
H 1.166 7.591 -1.053
H 1.858 6.357 0.043
H 3.012 9.200 -0.503
H 3.764 8.018 0.611
H 3.491 9.696 1.138
C -8.843 -2.595 -1.397
S -9.988 -1.914 -0.185
O -11.286 -2.630 -0.344
C -10.158 -0.303 -0.972
H -8.624 -3.626 -1.122
H -9.296 -2.573 -2.389
H -7.919 -2.016 -1.392
H -10.528 -0.425 -1.991
H -9.191 0.201 -0.980
H -10.870 0.287 -0.396
C -9.474 -2.134 3.783
S -10.857 -0.991 3.623
O -10.342 0.376 3.915
C -11.741 -1.559 5.088
H -8.766 -1.929 2.980
H -8.983 -1.991 4.746
H -9.837 -3.159 3.693
H -11.108 -1.451 5.970
H -12.029 -2.602 4.956
H -12.635 -0.948 5.207
C 14.009 -3.134 -1.650
S 12.363 -2.810 -0.992
O 11.390 -3.034 -2.097
C 12.577 -1.029 -0.817
H 14.085 -4.198 -1.872
H 14.164 -2.560 -2.565
H 14.758 -2.865 -0.904
H 12.822 -0.587 -1.784
H 13.372 -0.828 -0.098
H 11.642 -0.606 -0.450

The highest occupied orbital energy is -5.3 eV. The LUMO energy is 1.59 eV. Its charge is -1. Its HOMO-LUMO gap is 6.84 eV.